A structure of composition C2H6N4O2 at a distorted geometry. Source: the OMol25 dataset; level of theory: ωB97M-V with the def2-TZVPD basis set.

Structure (XYZ):
```
14
Properties=species:S:1:pos:R:3:forces:R:3
C 0.09936 0.29610 -0.22834 -0.3 1.0 1.3
C 2.58907 0.22969 0.40536 3.4 -2.4 -5.3
H -2.25199 -2.01754 -0.99124 2.0 2.8 3.3
H -2.56787 -0.36048 -0.50150 0.2 -2.1 1.4
H -0.34506 -1.35119 0.91233 -1.0 3.0 -1.4
H 1.08396 -1.03480 -1.71088 1.6 2.1 4.4
H 2.30956 1.05294 1.86659 0.6 -2.3 -4.0
H -1.74501 1.80335 0.87818 2.8 0.1 -4.2
N -2.11394 -1.22061 0.00586 -1.7 2.2 -4.4
N -0.85972 -0.47952 0.43513 -0.5 -5.7 1.4
N 1.26815 -0.33660 -0.29687 4.5 -1.9 -1.9
N 0.09668 1.57448 -0.34041 -2.2 -0.7 0.3
O 3.70370 -0.09772 -0.25752 -7.0 2.7 5.6
O -1.26689 1.94189 -0.17668 -2.5 1.0 3.5
```
Positions in Å, forces in eV/Å.

**Energy above the lowest of the compared OMol25 structures with the same formula, charge and spin**: 1235.1 kJ/mol
**Calculated total energy**: -448.850740 Ha
**LUMO energy**: -1.6 eV
**Net charge**: 0
**Maximum force**: 9.37 eV Å⁻¹

***

A cluster of 2 separate species, C12H28N4O4 in total at a distorted geometry. Source: the OMol25 dataset; level of theory: ωB97M-V with the def2-TZVPD basis set.

Structure (XYZ):
```
48
Properties=species:S:1:pos:R:3:forces:R:3
C -4.00234 -1.45365 -1.45373 0.0 0.0 -0.2
C -3.72288 -2.87439 -1.90195 0.1 -0.1 -0.4
C -2.68754 -0.79674 -0.99111 0.0 0.1 0.0
C -1.60942 -0.71059 -2.07115 0.0 0.0 -0.1
C -0.34098 -0.01511 -1.57962 0.2 -0.1 -0.2
C 0.72305 0.13330 -2.66343 -0.1 0.2 0.0
C 1.39172 0.58351 2.59670 0.0 0.1 0.0
C 0.64839 -0.64881 2.09787 0.1 -0.3 0.3
C 2.30532 1.11842 1.48253 0.0 -0.1 -0.1
C 2.92311 2.46885 1.83191 0.0 0.0 0.1
C 3.90259 2.95793 0.76818 0.0 0.0 0.0
C 4.46007 4.34934 1.05941 0.1 -0.2 0.1
H -5.25606 -0.51072 -0.15889 0.0 -0.1 0.0
H -4.76394 -1.98129 0.36041 -0.1 0.1 -0.1
H -4.36592 -0.93213 -2.34555 0.1 -0.1 0.1
H -2.93258 0.21438 -0.63582 0.0 -0.2 0.0
H -2.30579 -1.35134 -0.12181 -0.2 0.0 -0.1
H -2.01118 -0.17415 -2.94272 0.0 -0.1 0.1
H -1.36098 -1.72152 -2.41822 0.0 0.1 0.0
H -0.59539 0.98253 -1.19484 0.0 -0.2 0.0
H 0.08870 -0.58640 -0.74704 0.0 0.3 -0.9
H 0.32779 0.77979 -3.46924 0.1 -0.1 0.1
H 1.58905 0.65521 -2.24025 -0.1 -0.1 0.0
H 0.46637 -1.60084 -3.71745 0.1 0.0 0.1
H 1.99650 -1.06219 -3.72456 -0.1 -0.1 0.1
H -3.43626 -4.59518 -1.22915 0.0 0.1 0.1
H 1.51877 0.09351 4.56173 0.1 0.0 0.0
H 2.69428 -0.53545 3.65478 0.0 0.1 0.0
H 0.64046 1.35171 2.81902 0.1 -0.1 0.0
H 1.72695 1.19635 0.55335 0.1 0.0 0.1
H 3.09744 0.37579 1.30076 -0.1 0.1 0.0
H 3.43381 2.38642 2.79943 -0.1 0.0 -0.2
H 2.13272 3.21778 1.95664 0.1 -0.1 0.0
H 3.40800 2.97007 -0.21591 0.0 0.0 0.1
H 4.74012 2.25343 0.67899 -0.1 0.1 0.0
H 5.27060 4.56912 0.34790 -0.1 0.0 0.0
H 4.90954 4.35100 2.05858 0.0 0.0 -0.1
H 3.04569 5.46766 0.10244 0.0 0.0 0.2
H 3.75681 6.25127 1.33847 -0.1 -0.1 0.0
H -0.65586 -1.20117 0.87968 0.0 0.1 0.1
N -5.06967 -1.46277 -0.45991 0.1 0.1 0.2
N 1.17920 -1.17452 -3.13197 0.0 0.0 -0.3
N 2.15457 0.31495 3.80264 -0.1 -0.2 0.0
N 3.39122 5.34752 1.05209 0.1 0.2 -0.2
O -3.52855 -3.23176 -3.03848 -0.1 0.2 0.5
O -3.64236 -3.72316 -0.85508 0.0 -0.1 -0.1
O 0.84469 -1.77927 2.47877 -0.1 0.5 -0.2
O -0.26046 -0.35483 1.14674 0.0 -0.2 1.0
```
Positions in Å, forces in eV/Å.

**Energy above the lowest of the compared OMol25 structures with the same formula, charge and spin**: 92.9 kJ/mol
**Calculated total energy**: -994.056936 Ha
**SMILES string**: NCCCC[C@H](N)C(=O)O.NCCCC[C@H](N)C(=O)O
**LUMO energy**: 0.6 eV
**Net charge**: 0
**Maximum force**: 1.06 eV Å⁻¹

***

A cluster of 11 separate species, C6H31NO10 in total at a distorted geometry. Source: the OMol25 dataset; level of theory: ωB97M-V with the def2-TZVPD basis set.

Structure (XYZ):
```
48
Properties=species:S:1:pos:R:3:forces:R:3
C -0.29665 1.55323 3.85251 -0.9 -0.1 1.4
C 0.15594 1.95664 2.49439 4.1 1.1 1.0
N 1.14210 2.31505 -0.50440 -2.0 -4.1 3.7
C 0.25616 1.30383 0.16281 0.7 0.5 -4.5
C -0.21196 1.08909 1.35758 -2.2 -0.3 2.6
C -0.06031 -1.03084 -0.53151 1.2 2.6 -2.3
C -0.22537 0.30098 -0.83160 0.4 -1.9 0.7
H 0.38571 1.83920 4.68690 -0.7 1.0 -0.7
H -1.36112 1.96035 3.97779 1.3 -1.3 0.5
H -0.06684 0.48338 3.98207 -1.3 -0.1 -0.4
H 1.35848 1.89860 2.68257 -2.3 0.4 -1.1
H -0.05136 3.03292 2.29577 0.1 -0.6 0.0
H 1.36238 3.11130 0.02648 0.1 1.2 0.0
H 0.97667 2.24266 -1.46246 0.0 0.9 -1.8
H -1.07282 0.29867 1.48246 2.1 1.4 -0.1
H -0.03855 -1.81652 -1.29932 -1.0 0.3 0.4
H 0.64240 -1.17177 0.25017 0.0 -0.6 1.0
H -0.68906 0.71847 -1.70383 -0.1 -0.3 -0.7
H 1.23070 -3.24530 -0.36445 -0.8 2.0 -3.9
H 2.35784 -3.30529 0.68925 4.1 1.9 0.4
O 1.55044 -3.56290 0.40100 -3.4 -4.4 3.3
H -3.38933 -0.39964 -0.20920 0.9 5.3 1.6
H -4.51182 -1.38223 -0.28332 1.0 0.1 0.0
O -3.54979 -1.24073 -0.42611 -2.1 -5.5 -1.5
H 0.05602 1.42664 -4.20890 1.2 2.7 1.5
H -0.73802 2.53674 -3.77029 -2.1 1.2 0.3
O 0.17933 2.38510 -3.75408 0.9 -4.1 -1.6
H -3.52365 0.90739 -2.30362 0.0 2.3 0.9
H -3.67304 -0.48057 -2.29901 0.2 -0.7 -0.5
O -3.44561 0.22473 -2.93004 -0.1 -1.5 -0.4
H -2.48619 1.56036 0.27323 2.6 -0.2 0.0
H -3.71397 1.82783 1.00318 0.0 -0.2 -1.9
O -3.38333 1.67915 0.06292 -2.4 0.4 1.9
H 4.14294 -1.48121 0.00994 -0.4 -0.1 0.6
H 4.00208 -1.70835 1.61203 -1.2 -0.7 -3.3
O 3.66495 -2.02971 0.66365 1.7 1.0 2.8
H 0.31600 -3.27161 1.66529 -0.2 0.7 -0.2
H -0.21201 -3.38371 2.98906 -0.4 -2.3 3.4
O -0.21097 -2.76849 2.33008 0.6 1.7 -3.0
H 2.60230 0.77093 -0.50055 1.1 -0.2 0.0
H 3.82010 1.57465 -0.16438 0.2 -0.2 -0.1
O 3.58624 0.67867 -0.43907 -0.9 0.3 0.0
H -1.71997 -0.40351 -3.64762 -5.3 1.9 3.3
H -0.57760 -1.36223 -3.59200 1.2 -2.1 1.8
O -1.01302 -0.71329 -4.05612 4.2 0.3 -5.2
H 1.83502 -1.52129 2.60640 -1.3 -4.3 -1.1
H 1.50003 -0.12767 2.25324 1.3 -1.1 1.3
O 2.06364 -0.69906 2.87636 0.0 5.3 -0.1
```
Positions in Å, forces in eV/Å.

**Energy above the lowest of the compared OMol25 structures with the same formula, charge and spin**: 512.9 kJ/mol
**Calculated total energy**: -1054.201930 Ha
**SMILES string**: C=C/C(N)=C/CC.O.O.O.O.O.O.O.O.O.O
**LUMO energy**: 0.1 eV
**Net charge**: 0
**Maximum force**: 6.67 eV Å⁻¹

***

The molecule C15H28NO7PS2. Source: the OMol25 dataset; level of theory: ωB97M-V with the def2-TZVPD basis set.

Structure (XYZ):
```
54
Properties=species:S:1:pos:R:3:forces:R:3
C 4.02110 -1.31347 1.25654 0.0 0.0 -0.1
C 3.21579 -0.04627 1.14433 0.0 0.0 -0.1
O 2.11838 0.08235 1.61153 -0.1 0.1 0.1
O 3.82076 0.98024 0.46031 0.1 -0.2 0.0
C 3.60057 0.87548 -0.96488 -0.2 0.0 0.4
C 2.17612 1.31923 -1.30552 0.1 0.0 -0.4
C 1.33728 0.17474 -1.87687 0.1 0.3 0.1
C 0.04831 0.70148 -2.50258 0.1 -0.1 -0.1
C -1.10119 -0.31476 -2.64054 0.1 0.1 0.5
C -1.18730 -1.41815 -1.56326 -0.3 0.0 0.0
P 0.04189 -2.76370 -1.87994 0.4 0.0 0.2
S 1.33674 -3.27686 -0.52235 -0.2 0.0 0.0
C -1.23292 -0.90532 -0.11657 -0.2 0.1 0.1
C -1.65489 -2.01821 0.86189 0.2 -0.2 0.0
C -0.85810 -1.97443 2.16330 0.0 0.1 0.1
N -0.96139 -0.73299 2.93923 0.1 0.1 -0.2
C -2.21590 0.29585 -0.01476 0.2 0.1 0.2
C -1.58312 1.66961 0.22001 -0.1 0.4 -0.3
O -2.16215 2.20091 1.42352 0.2 -0.6 0.4
C -1.30644 2.88706 2.22716 -0.2 0.2 -0.1
C -1.67353 2.79151 3.67889 -0.1 0.0 0.0
O -0.35961 3.48075 1.79595 0.2 -0.1 0.0
O -3.17630 0.27158 -1.10604 0.0 0.0 0.1
S -2.69884 0.52821 -2.59843 0.0 0.0 -0.3
O -3.61435 -0.19019 -3.42110 -0.1 -0.1 0.0
O -2.50850 1.92851 -2.81134 0.0 0.1 0.1
H 4.10936 -1.58456 2.30709 0.0 0.0 0.0
H 5.00560 -1.21169 0.80842 0.0 0.0 0.0
H 3.46823 -2.10873 0.75370 0.0 0.0 0.0
H 3.75500 -0.16802 -1.26225 0.1 0.0 -0.1
H 4.36370 1.49105 -1.43220 0.0 0.0 0.1
H 2.18813 2.15576 -2.00948 0.1 0.0 0.0
H 1.72914 1.68102 -0.37896 -0.1 0.1 -0.1
H 1.94280 -0.36890 -2.60827 -0.1 -0.1 0.0
H 1.12910 -0.49811 -1.04669 0.2 -0.2 -0.1
H 0.27755 1.09134 -3.49578 -0.1 0.1 0.0
H -0.28443 1.57172 -1.94173 -0.1 0.0 0.1
H -1.09370 -0.79339 -3.62087 -0.1 0.1 -0.1
H -2.15566 -1.90764 -1.72218 0.1 -0.1 -0.1
H -0.76182 -3.82031 -2.33229 0.0 0.0 -0.1
H 0.65576 -2.33273 -3.06659 -0.2 0.0 -0.1
H -0.25671 -0.54838 0.21455 0.0 0.0 -0.1
H -1.47546 -3.00518 0.42562 0.0 0.0 0.0
H -2.73162 -1.96470 1.05328 0.0 0.0 0.0
H -1.13923 -2.82582 2.78784 -0.1 0.0 0.0
H 0.19516 -2.10973 1.91267 0.0 -0.1 0.0
H -0.18706 -0.11726 2.71623 0.0 0.0 0.0
H -1.81605 -0.22250 2.75337 -0.1 -0.1 0.1
H -2.83708 0.12859 0.86025 -0.2 0.0 -0.1
H -0.50323 1.60093 0.34920 0.0 0.0 0.0
H -1.79316 2.35206 -0.60168 0.0 0.0 0.0
H -0.95009 2.12875 4.15718 0.0 0.0 0.0
H -1.58772 3.77266 4.13868 0.0 0.0 0.0
H -2.66890 2.38063 3.82244 0.0 0.0 0.0
```
Positions in Å, forces in eV/Å.

**Calculated total energy**: -2307.519840 Ha
**SMILES string**: CC(=O)OCCCC[C@H]1[C@@H]([PH2]=S)[C@H](CCN)[C@@H](COC(C)=O)OS1(=O)=O
**LUMO energy**: 0.3 eV
**Net charge**: 0
**Maximum force**: 0.73 eV Å⁻¹

***

Q: maximum force of number 1 (C2H6N4O2)?
A: 9.37 eV Å⁻¹

***

Q: calculated total energy of number 3 (C6H31NO10)?
A: -1054.201930 Ha

***

Q: Number 3 is which compound?
A: C6H31NO10